The following is a DFT calculation (wB97M-V/def2-TZVPD) of a structure of composition C46H49As2F2N6O5PrS at a distorted geometry.

Results
HOMO-LUMO gap (spin up / spin down)	0.2556 / 0.2566	Eh
LUMO level (spin up / spin down)	0.19 / 0.19	eV
expectation value of S²	2.0035
E_tot	-219692.3624	eV
HOMO (spin up / spin down)	-6.769 / -6.794	eV

```
! wB97M-V def2-TZVPD RIJCOSX def2/J DEFGRID3
* xyz 0 3
H 17.527 9.484 15.926
C 16.201 12.264 20.799
H 12.955 16.068 13.269
H 17.085 12.276 20.142
H 18.057 9.932 9.365
C 12.276 11.056 16.635
C 17.265 10.415 9.928
C 14.002 14.343 12.511
H 11.933 19.038 18.429
C 12.838 14.980 13.234
N 18.777 12.156 13.501
H 18.489 13.899 15.325
H 18.107 12.384 9.734
H 14.622 10.989 20.229
N 16.435 11.343 21.920
N 13.047 9.315 13.695
C 16.820 8.829 15.480
H 10.728 13.162 12.909
C 12.333 15.891 16.142
C 14.933 11.982 19.986
C 11.374 7.872 14.094
H 9.487 11.259 9.619
H 8.508 12.213 12.976
H 17.878 6.924 15.101
H 19.790 10.576 22.082
S 17.025 9.828 21.727
C 8.886 12.844 16.266
C 12.059 13.087 8.436
C 11.338 16.850 15.883
C 21.607 10.529 17.756
H 13.913 15.370 17.495
H 16.116 14.631 14.603
H 18.883 11.461 12.785
C 16.157 9.699 10.370
C 17.285 11.793 10.142
Pr 14.760 11.768 15.697
C 15.032 12.108 18.451
H 16.782 11.776 22.757
O 16.012 9.070 21.054
H 10.614 16.691 15.104
H 13.814 13.629 9.536
H 17.761 12.615 16.270
H 19.509 12.831 13.672
H 14.303 9.803 11.457
H 17.173 9.533 18.843
H 14.929 14.467 13.035
H 10.450 7.354 14.231
H 16.159 14.503 16.383
C 10.235 13.095 13.868
H 12.394 13.641 7.560
O 15.703 11.223 17.804
H 19.032 9.753 17.280
H 14.081 12.606 20.310
C 13.151 16.087 17.263
C 13.001 17.214 18.060
N 15.519 9.202 15.255
C 13.530 8.239 14.251
F 12.716 9.664 16.795
H 21.215 10.801 16.786
H 16.062 8.633 10.204
C 11.684 9.077 13.572
C 10.125 13.458 16.223
N 12.571 7.319 14.524
C 18.366 10.037 20.565
C 20.495 10.292 18.745
C 16.233 13.923 15.444
C 15.171 10.326 11.096
C 10.425 11.780 9.619
H 22.190 9.616 17.619
H 10.362 18.671 16.504
H 10.988 9.812 13.164
N 15.805 7.136 14.564
H 8.359 12.761 17.229
C 14.930 8.168 14.683
As 13.655 12.418 12.385
C 10.835 13.561 15.037
C 20.686 10.521 20.121
H 15.571 6.243 14.180
H 21.660 10.803 20.502
C 12.024 18.160 17.794
C 17.024 7.551 15.052
H 12.709 6.588 15.197
H 11.890 14.806 12.712
C 18.163 9.799 19.216
H 16.140 13.247 21.260
C 8.981 12.504 13.907
C 15.204 11.697 11.393
C 12.471 12.479 10.745
C 10.846 12.412 8.464
H 10.517 13.850 17.145
H 7.368 11.828 15.140
H 10.894 11.281 11.628
H 14.143 14.801 11.527
C 11.242 11.809 10.742
C 17.633 12.233 14.214
C 19.225 9.940 18.321
C 16.261 12.414 10.853
H 10.211 12.426 7.592
O 17.608 9.407 22.968
C 8.338 12.331 15.114
C 19.640 10.395 21.016
H 13.683 17.376 18.903
C 17.601 13.250 15.367
O 16.663 11.521 13.955
F 11.704 11.335 17.894
O 14.395 12.977 17.807
H 16.359 13.487 10.990
H 11.396 10.962 15.973
C 11.179 17.969 16.705
C 12.873 13.116 9.572
H 22.278 11.329 18.077
As 12.697 14.252 15.064
*
```

The following is a DFT calculation (wB97M-V/def2-TZVPD) of a structure of composition C21H23ClN2NdPS at a distorted geometry.

Results
HOMO-LUMO gap (spin up / spin down)	0.1887 / 0.1679	Eh
LUMO level (spin up / spin down)	-9.51 / -10.01	eV
expectation value of S²	4.0341
E_tot	-73029.4039	eV
HOMO (spin up / spin down)	-14.649 / -14.577	eV

```
! wB97M-V def2-TZVPD RIJCOSX def2/J DEFGRID3
* xyz 2 4
C -2.371 2.506 -2.918
H -0.835 1.116 7.482
H -0.696 2.447 6.243
H 3.903 1.208 -3.540
H 4.099 -2.698 -1.749
H 1.861 -2.339 -0.733
H -3.200 -4.336 -3.272
C 2.303 -1.579 -1.372
C 3.451 0.423 -2.940
N -1.053 0.518 5.491
H 1.460 0.726 7.342
P -0.051 -0.220 -0.852
C 1.071 1.119 6.377
N 1.213 0.111 5.356
H -0.751 -0.827 -3.674
H -2.867 -4.282 -0.809
C -2.595 -3.555 -2.822
H 5.124 -0.919 -3.149
H 2.101 -0.327 5.070
Cl 2.292 -0.691 1.534
H -1.486 -0.781 1.399
C -1.215 -1.581 -3.046
C -1.620 -2.531 -0.861
C -1.691 3.701 -2.686
H -2.131 -2.606 -4.701
H -2.425 0.383 -2.565
C -1.893 1.311 -2.379
H -2.065 4.631 -3.106
H -2.065 0.416 5.323
C -1.995 -2.584 -3.623
C -0.730 1.307 -1.599
C -0.455 1.388 6.473
H 0.846 2.507 -0.747
H -1.455 -2.518 0.212
H 1.626 2.034 6.083
C -1.023 -1.545 -1.659
C 2.186 0.617 -2.385
H -1.127 0.901 1.385
C 1.603 -0.386 -1.602
C -0.049 -0.213 4.855
C -0.052 2.513 -1.361
C 4.137 -0.772 -2.720
C -2.407 -3.525 -1.438
H -3.276 2.501 -3.520
H 1.656 1.550 -2.550
C -0.530 3.701 -1.909
H 0.002 4.630 -1.723
S -0.336 -1.471 3.875
Nd -0.052 -0.207 1.442
C 3.560 -1.773 -1.935
*
```

The following is a DFT calculation (wB97M-V/def2-TZVPD) of a cluster of 4 separate species, C25H32BrF25N2O6 in total at a distorted geometry.

Results
HOMO-LUMO gap	0.3715	Eh
LUMO level	0.42	eV
E_tot	-179688.6369	eV
HOMO	-9.691	eV

```
! wB97M-V def2-TZVPD RIJCOSX def2/J DEFGRID3
* xyz 0 1
H -3.194 3.755 0.415
H 4.963 -0.535 0.253
O 6.772 -3.176 2.790
C -3.262 2.710 0.113
H -2.627 2.567 5.506
F -0.659 0.026 3.241
H -7.426 3.344 -8.724
H 6.190 -5.108 3.171
F -5.507 3.300 -2.847
F -7.955 -0.566 -7.717
F 2.499 -1.108 -0.727
H 2.631 -3.800 1.209
F -9.024 1.523 -6.058
C 3.637 -1.961 1.843
H -6.125 2.019 -4.541
F -6.471 0.360 -5.593
C -7.922 2.224 -5.740
H 3.350 -2.280 2.846
F -1.650 4.311 5.447
N 5.109 -1.910 1.739
H 6.952 -3.548 -0.015
C 7.070 -0.736 0.720
C 7.672 -4.365 0.093
C 0.614 0.308 5.224
H 1.556 0.741 5.560
O -3.712 1.884 1.167
F -5.805 1.107 -8.425
H 8.343 -5.213 1.955
N 9.019 -3.819 -0.075
H 7.943 1.108 1.488
F -1.474 2.785 3.889
H -8.816 2.399 -8.225
F -8.321 3.267 -4.976
H -5.528 0.329 2.362
C 1.430 1.057 2.841
C -7.055 1.294 -8.890
F -6.453 1.316 0.893
F -4.475 1.316 -1.374
C 0.607 0.096 3.702
C -6.955 1.402 -4.883
O 6.962 -6.462 1.190
F -3.007 2.731 -2.188
F -7.627 0.914 -3.818
C 1.914 -2.166 -0.011
C -7.799 -0.044 -8.947
F -6.963 1.689 -10.197
F -4.075 2.212 3.298
C -0.530 2.318 5.999
H 7.335 -1.794 0.728
F -6.093 3.529 -0.755
H 8.046 -0.272 2.617
F 0.950 2.314 2.918
H 9.093 -0.196 1.196
H -4.641 4.602 -1.605
H 7.500 -5.059 -0.736
F 1.186 -1.130 3.501
C -5.852 1.337 2.097
H 1.146 -1.727 0.633
H 6.281 -6.456 0.511
F -0.806 2.512 7.309
H -2.246 2.365 -0.077
H 1.447 -2.844 -0.733
C -7.730 2.464 -8.158
Br 5.168 0.913 2.237
C -3.976 2.560 -1.239
H 0.558 -0.698 5.637
H 7.133 -0.393 -0.315
H 9.177 -3.051 0.567
C 5.763 -2.282 2.952
O 5.486 -1.864 4.027
O -0.505 0.970 5.780
H 5.403 -4.392 1.754
F 0.653 2.902 5.750
C 8.087 0.030 1.567
C 7.397 -5.119 1.411
C -1.662 2.980 5.208
F -7.067 -0.911 -9.683
H 3.235 -0.952 1.721
C 5.584 -0.681 1.137
H 9.708 -4.530 0.145
C 3.005 -2.871 0.768
H 3.787 -3.154 0.049
C -5.050 3.589 -1.601
F 1.337 0.657 1.547
C -4.649 2.287 2.073
F -6.737 1.786 3.013
C 6.350 -4.461 2.303
F -5.029 3.561 1.893
H -8.777 0.079 -9.419
H 2.482 1.048 3.133
O -7.298 2.740 -6.842
*
```

The following is a DFT calculation (wB97M-V/def2-TZVPD) of a cluster of 2 separate species, C10H16S in total at a distorted geometry.

Results
HOMO-LUMO gap (spin up / spin down)	0.3250 / 0.1495	Eh
LUMO level (spin up / spin down)	-3.28 / -8.05	eV
expectation value of S²	0.7531
E_tot	-21455.8582	eV
HOMO (spin up / spin down)	-12.120 / -12.119	eV

```
! wB97M-V def2-TZVPD RIJCOSX def2/J DEFGRID3
* xyz 1 2
H 2.582 -0.138 -3.274
C -0.274 -0.150 -1.419
H 2.353 0.541 2.286
H 0.797 -0.295 2.035
H -1.893 -2.674 -0.223
C -0.252 -1.442 -0.887
H -1.244 0.592 1.773
H 0.808 -3.253 -0.859
H -1.023 0.586 -1.152
C -1.059 1.628 2.022
C -1.162 -1.985 0.191
H -1.555 3.615 1.492
H -0.506 -2.541 0.866
C 1.794 -1.888 -2.159
H -1.536 -1.114 0.725
H 0.712 1.214 -2.785
H 2.518 -2.583 -2.566
C -1.921 2.634 1.168
H -2.926 2.630 1.586
C 0.755 -2.293 -1.372
H -1.926 2.415 0.109
C 0.760 0.237 -2.312
H -1.405 1.885 3.035
S 0.664 2.065 2.100
C 1.450 0.484 1.671
H 1.672 0.402 0.609
C 1.816 -0.573 -2.661
*
```

The following is a DFT calculation (wB97M-V/def2-TZVPD) of a cluster of 2 separate species, C36H41N3O6 in total at a distorted geometry.

Results
HOMO-LUMO gap	0.1724	Eh
LUMO level	-1.80	eV
E_tot	-54749.0390	eV
HOMO	-6.494	eV

```
! wB97M-V def2-TZVPD RIJCOSX def2/J DEFGRID3
* xyz 0 1
C 3.017 -0.098 0.320
H -1.656 7.793 -0.848
H -4.177 0.433 -2.596
H -0.574 -7.126 -2.428
H 3.135 1.992 -0.315
O -2.264 -5.529 -1.082
O 2.923 -3.514 -0.644
C -2.651 1.994 -1.265
C 1.384 4.557 1.551
C -3.690 4.530 -0.272
C -3.183 0.030 -2.362
H 3.471 -5.856 0.752
C 0.185 -3.705 1.006
O -0.673 -7.522 -0.368
C 0.075 4.006 1.640
N -4.787 9.226 -0.161
C 3.673 1.055 -0.453
H -1.272 2.354 1.171
H -4.256 3.618 -0.104
H 2.694 6.184 2.047
N 1.589 -0.324 0.007
H 1.347 -2.215 2.075
C -2.729 -0.841 -3.507
H 4.700 1.199 -0.091
C -1.615 5.641 -0.923
C -1.800 3.166 -1.093
C 1.293 -1.754 -0.038
C -0.657 6.052 2.752
C 0.634 6.595 2.609
H 0.630 -1.955 -0.898
H 5.243 -2.621 -0.434
H -3.769 -5.016 -2.311
H -3.248 -0.517 -1.411
H -1.455 6.634 3.217
C -2.216 6.864 -0.703
C -0.442 -6.286 0.163
H 5.380 -1.522 0.975
N 3.594 -1.358 -0.132
C 0.625 -2.286 1.245
C 0.579 0.570 0.160
H -3.569 -1.451 -3.866
H -2.518 -3.737 -2.163
H 2.654 0.909 2.213
C 0.988 -4.770 1.397
C -0.920 4.757 2.320
H -2.352 -0.231 -4.337
H -0.829 3.155 -1.565
H -5.318 5.819 0.268
C -4.216 8.204 -0.195
O -2.223 1.105 -2.209
H -1.939 -1.522 -3.165
C 1.664 5.815 2.072
H -0.432 0.214 -0.083
H 2.991 -0.833 2.375
C -4.279 5.760 -0.066
H -1.635 -3.078 0.031
H 3.611 -7.625 1.065
H -0.396 -8.836 -1.877
C 0.774 -6.030 0.838
C -1.300 -5.212 -0.176
H 5.550 -0.877 -0.671
C 0.769 1.833 0.696
C -0.241 2.715 1.081
H -1.897 4.291 2.485
C 5.020 -1.617 -0.061
C 3.253 0.081 1.825
C -3.559 6.940 -0.303
H -0.572 5.578 -1.245
H 2.181 3.979 1.079
H 0.836 7.611 2.948
H 3.709 0.819 -1.524
C 3.021 -6.726 1.258
O -3.684 1.741 -0.624
H 2.965 -6.536 2.342
H 1.875 -4.591 2.014
C -0.996 -3.929 0.292
H 1.798 2.089 0.958
O 1.711 -7.008 0.717
C 2.678 -2.360 -0.293
C -3.109 -4.491 -1.619
H 4.312 0.307 2.002
C -0.115 -7.800 -1.695
H 0.974 -7.679 -1.670
C -2.353 4.415 -0.778
H -3.703 -4.003 -0.831
H -0.237 -1.645 1.486
*
```

The following is a DFT calculation (wB97M-V/def2-TZVPD) of an isolated molecule of C5H6O at a distorted geometry.

Results
HOMO-LUMO gap	0.3128	Eh
LUMO level	-0.75	eV
E_tot	-7324.6075	eV
HOMO	-9.261	eV

```
! wB97M-V def2-TZVPD RIJCOSX def2/J DEFGRID3
* xyz 0 1
C -1.223 -1.384 0.113
H -1.924 -1.533 0.938
C 1.431 -0.174 0.329
H 0.258 0.415 -1.692
H 1.087 2.033 0.839
C -0.623 -0.010 0.258
H -0.514 -2.217 0.072
H 2.400 1.597 -0.378
O -1.139 0.884 0.879
C 1.469 1.317 0.111
H -1.792 -1.358 -0.820
C 0.569 0.431 -0.650
*
```

The following is a DFT calculation (wB97M-V/def2-TZVPD) of a structure of composition C4H4N2 at a distorted geometry.

Results
HOMO-LUMO gap (spin up / spin down)	0.3218 / 0.2663	Eh
LUMO level (spin up / spin down)	0.78 / -1.72	eV
expectation value of S²	2.0133
E_tot	-7185.5355	eV
HOMO (spin up / spin down)	-7.979 / -8.961	eV

```
! wB97M-V def2-TZVPD RIJCOSX def2/J DEFGRID3
* xyz 0 3
C -0.060 -1.280 0.261
C 0.673 1.114 0.457
H 0.130 1.851 0.978
H 0.528 -1.921 0.981
N -0.128 0.065 0.091
C -1.188 0.216 -1.267
N -1.695 -0.985 -1.497
H 1.493 0.952 1.091
H 1.110 1.643 -0.340
C -0.863 -1.654 -0.756
*
```

The following is a DFT calculation (wB97M-V/def2-TZVPD) of an isolated molecule of C5H7NO.

Results
HOMO-LUMO gap	0.3611	Eh
LUMO level	0.99	eV
E_tot	-8835.6526	eV
HOMO	-8.835	eV

```
! wB97M-V def2-TZVPD RIJCOSX def2/J DEFGRID3
* xyz 0 1
O 1.352 1.686 0.101
C 0.226 -0.449 -0.393
H 0.074 -0.595 -1.479
C 1.491 -1.203 0.009
H 1.528 -2.217 -0.403
H 2.362 -0.663 -0.383
C -1.734 0.605 0.275
N -0.921 1.580 -0.356
C -1.125 -0.585 0.321
H -2.680 0.922 0.701
H -1.525 -1.440 0.850
C 0.376 1.060 -0.222
H 1.609 -1.256 1.093
H -1.034 2.554 -0.113
*
```

The following is a DFT calculation (wB97M-V/def2-TZVPD) of a structure of composition C39H40BCl2N9O3RuTe at a distorted geometry.

Results
HOMO-LUMO gap (spin up / spin down)	0.2466 / 0.2136	Eh
LUMO level (spin up / spin down)	-3.31 / -4.19	eV
expectation value of S²	0.7551
E_tot	-96237.2293	eV
HOMO (spin up / spin down)	-10.026 / -10.003	eV

```
! wB97M-V def2-TZVPD RIJCOSX def2/J DEFGRID3
* xyz 1 2
C 4.331 3.807 -3.158
C 0.233 1.715 2.737
C 0.590 1.373 1.323
C -2.197 0.591 -2.921
O 1.957 -1.423 0.064
C 0.224 -1.576 5.024
C -0.966 0.329 -2.326
C -0.605 -1.113 -2.066
H 3.747 -5.282 1.501
C -3.973 2.156 -3.772
H 6.373 -2.024 0.588
C -1.158 -1.511 4.994
C -2.355 -3.973 0.288
N -4.108 -1.180 5.192
H 0.861 -1.532 5.888
C -0.145 1.406 -1.961
H 4.683 3.956 -0.428
H -0.815 -1.741 -2.930
H 5.566 4.854 -5.223
C -0.573 2.732 -2.168
C 2.950 -2.127 0.375
H 1.067 4.074 -2.488
C 5.369 -2.420 0.650
N -2.174 -2.837 0.952
C 4.302 -1.636 0.324
H -2.176 1.406 -0.261
N -1.560 -1.612 3.719
H 2.386 -0.578 -3.097
H 1.383 -5.024 1.284
C -1.810 2.937 -2.762
C -3.518 -4.096 2.146
C -3.205 -4.811 1.007
H 1.226 0.253 -4.151
C 2.289 0.109 -3.944
C 4.379 3.249 -4.424
H -2.148 3.954 -2.922
C 3.612 3.213 -2.120
H -4.625 2.675 -3.069
C -3.996 0.580 2.314
H 6.021 3.249 -5.799
N -3.106 -0.412 2.185
C 2.787 -3.474 0.812
H -0.354 4.824 -1.762
C 5.164 -3.752 1.074
H -7.274 -1.955 4.777
C 2.901 2.048 -2.408
Te 1.660 0.966 -0.933
H -4.463 1.233 -4.075
N -2.904 -2.902 2.080
C 3.650 3.860 -0.765
Ru -0.670 -1.346 0.858
H -4.734 0.571 3.098
H 3.226 4.865 -0.806
H 0.965 1.247 3.398
C 5.177 3.884 -5.526
C -6.215 -1.797 4.692
H -5.590 -0.787 6.594
B -2.945 -1.694 3.048
O 0.405 -3.419 0.579
Cl 4.526 0.028 -0.185
C -3.763 1.507 1.314
H 3.755 1.591 -5.629
H 0.691 3.792 -0.786
H -5.632 -2.592 2.702
C -5.350 -1.201 5.630
Cl 6.544 -4.718 1.484
N -4.127 -1.776 3.975
H 3.101 3.292 -0.019
H -2.829 -0.245 -3.200
C -2.683 1.001 0.598
H 4.565 4.017 -6.419
C 2.967 1.428 -3.656
C -2.635 1.884 -3.148
H -1.241 -1.518 -1.236
H -3.865 2.795 -4.649
H 1.590 -1.822 3.267
N -0.474 -1.748 2.916
N -2.307 -0.161 1.136
H -1.885 -1.395 5.776
C -5.397 -2.140 3.650
H 0.288 2.794 2.871
C 3.901 -4.265 1.163
C 1.460 -3.994 0.899
H -0.757 1.348 2.997
H -3.536 -5.798 0.742
C 0.605 -1.720 3.695
H 4.875 4.723 -2.955
C 0.256 3.923 -1.774
O 1.334 2.206 0.586
H 2.740 -0.366 -4.812
H 0.442 -1.245 -1.788
C 3.700 2.056 -4.650
H -4.295 2.424 1.138
N 0.303 0.334 0.730
H -1.865 -4.149 -0.654
H -4.123 -4.370 2.991
*
```